ORCA calculation (ωB97M-V with the def2-TZVPD basis set) on an isolated molecule of C2H3Cl2NSi.

Results
HOMO-LUMO gap: 11.992 eV
SMILES: N#CC[SiH](Cl)Cl
HOMO: -11.48 eV

ORCA input file:
```
! wB97M-V def2-TZVPD RIJCOSX def2/J DEFGRID3
* xyz 0 1
H 1.086 -0.904 0.747
C -0.644 -1.554 -0.279
H 1.122 -1.008 -1.044
Cl 1.427 2.461 0.498
N -1.597 -2.167 -0.479
H -0.627 0.697 1.680
C 0.591 -0.586 -0.159
Cl -1.220 1.939 -1.223
Si -0.138 1.122 0.260
*
```

ORCA calculation (ωB97M-V with the def2-TZVPD basis set) on a structure of composition C2H3Cl2PS.

Results
HOMO-LUMO gap: 8.400 eV
HOMO: -8.92 eV

ORCA input file:
```
! wB97M-V def2-TZVPD RIJCOSX def2/J DEFGRID3
* xyz 0 1
C 0.215 0.253 0.587
H 1.890 0.694 -0.557
P -1.576 -0.751 0.324
H 0.315 0.828 -1.595
S 0.161 2.351 0.631
Cl -1.204 -2.412 1.286
Cl -1.485 -1.457 -1.470
C 0.901 0.555 -0.649
H 0.783 -0.061 1.442
*
```

ORCA calculation (ωB97M-V with the def2-TZVPD basis set) on a structure of composition C2H3Cl3O2Pd.

Results
HOMO-LUMO gap (spin up / spin down): 7.414 / 7.631 eV
HOMO (spin up / spin down): -1.51 / -1.75 eV
⟨S²⟩: 2.00

ORCA input file:
```
! wB97M-V def2-TZVPD RIJCOSX def2/J DEFGRID3
* xyz -2 3
Pd 0.362 1.890 0.270
Cl -1.542 3.170 1.298
H 0.225 -2.362 -1.203
C -0.320 -0.623 0.003
O -0.814 0.202 -0.812
H -1.386 -2.443 -0.602
Cl 2.543 2.173 1.653
C -0.382 -2.105 -0.332
H -0.010 -2.674 0.521
O 0.287 -0.276 1.045
Cl 1.038 3.048 -1.842
*
```

ORCA calculation (ωB97M-V with the def2-TZVPD basis set) on a cluster of 2 separate species, C2H3Cl3OSi in total.

Results
HOMO-LUMO gap: 10.747 eV
HOMO: -10.49 eV

ORCA input file:
```
! wB97M-V def2-TZVPD RIJCOSX def2/J DEFGRID3
* xyz 0 1
Cl 1.145 1.277 2.898
H 1.291 -0.819 0.020
H -1.117 -0.559 0.510
Cl -0.723 2.837 1.261
H 0.187 1.098 -1.235
O -0.516 -1.157 3.370
C 0.644 1.656 1.322
Si 0.208 0.112 0.072
C 0.155 -0.906 2.498
Cl 1.967 2.498 0.388
*
```

Relative energy (zero: lowest compared OMol25 entry of this formula, charge and spin) readings, ordered: 0.757 2.716 0.000 4.997 eV
E_tot readings, ordered: -36537.138 -47289.785 -47267.910 -49612.879 eV